ORCA calculation (the ωB97M-V functional and the def2-TZVPD basis) on C3H3CuLiO4 as an isolated structure at a distorted geometry.

Output
- Net charge: +1
- Multiplicity: 3
- DFT total energy: -2064.6052 Eh
- ⟨S²⟩: 2.02

XYZ file:
```
12
Properties=species:S:1:pos:R:3:forces:R:3:lowdin_spin:R:1
O 1.878 0.667 0.092 2.1 1.8 0.3 0.089
H -2.194 -0.821 -0.289 0.0 0.1 0.1 0.037
H -1.881 0.872 0.712 -0.3 -1.2 -0.6 0.090
C -1.474 -0.328 0.393 -2.3 0.9 0.3 0.116
O -1.366 -0.969 1.534 1.3 1.6 -1.5 0.679
C 1.290 -0.473 -0.119 -2.8 -1.9 2.0 0.005
H -1.276 0.862 -1.485 -0.3 0.0 0.6 0.020
Cu 0.557 2.035 0.195 -0.1 -0.9 -0.4 0.431
C -0.801 0.683 -0.513 2.4 -2.0 0.9 0.331
O 0.544 -0.552 -1.158 -1.6 1.2 -1.1 0.124
O 1.283 -1.355 0.761 1.7 0.3 -1.1 0.076
Li 3.439 -0.619 -0.124 -0.1 0.1 0.5 0.002
```
Positions in Å, forces in eV/Å.